A gas-phase ion, C8H20N3P (charge +2) in a non-equilibrium geometry. Source: the Open Molecules 2025 dataset; level of theory: ωB97M-V/def2-TZVPD.

```
32
Properties=species:S:1:pos:R:3:forces:R:3
C -4.012 -0.966 0.860 0.25 0.68 1.21
C 0.847 -1.778 -0.630 -0.42 4.38 0.39
C 2.151 -1.104 -1.088 -1.54 -0.89 -2.02
C 1.552 0.120 0.769 -2.99 2.46 2.01
C 0.215 -0.648 0.416 3.39 -2.68 0.33
C 3.826 0.272 0.058 0.32 3.58 -1.45
C -1.256 2.741 -0.168 -0.94 0.54 3.03
C -0.728 0.320 -0.146 -2.71 0.79 1.48
N -5.037 -0.237 0.620 1.25 -0.54 -2.27
N 2.660 -0.521 0.201 0.74 -1.84 -3.37
N -0.962 1.473 0.516 0.19 -0.75 -1.90
P -2.558 -1.019 -0.084 0.60 -0.10 1.07
H 0.167 -1.944 -1.407 -0.91 -0.05 -1.50
H 1.120 -2.710 -0.329 0.19 -2.60 2.07
H 2.759 -1.880 -1.668 -0.02 1.41 1.33
H 1.883 -0.290 -1.777 0.57 0.03 0.30
H 1.483 1.206 0.393 0.45 -1.73 0.38
H 1.666 0.177 1.859 0.11 0.10 -0.22
H -0.175 -1.167 1.315 0.28 0.53 -0.51
H 4.168 0.550 1.009 0.86 0.19 1.32
H 4.525 -0.204 -0.548 1.44 -1.20 -0.54
H 3.645 1.230 -0.500 -0.38 -0.85 0.55
H -1.228 3.458 0.736 0.27 -0.48 -1.95
H -0.453 2.851 -0.863 0.00 0.95 -0.79
H -2.306 2.832 -0.531 0.94 -0.38 -0.21
H -0.834 0.425 -1.187 0.26 0.06 -1.41
H -5.271 0.093 -0.316 -0.33 0.44 0.36
H 3.015 -1.334 0.637 -0.19 -1.24 1.66
H -0.652 1.521 1.437 0.24 0.17 1.76
H -5.678 -0.154 1.342 -1.94 0.26 1.37
H -2.507 -1.157 -1.414 -0.26 -0.72 -2.00
H -2.026 -2.155 0.490 0.29 -0.53 -0.47
```
Positions in Å, forces in eV/Å.

Its energy is -22358.5750 eV. As for the orbital gap: 0.276 Ha. The spin multiplicity is 1. As for the SMILES: CN[C@H]([PH2]=C=[NH2+])[C@H]1CC[N@@H+](C)C1. The HOMO energy comes out at -15.04 eV. The net charge is +2.

A single C4H8O molecule. Source: the Open Molecules 2025 dataset; level of theory: ωB97M-V/def2-TZVPD.

```
13
Properties=species:S:1:pos:R:3:forces:R:3
C 1.821 0.158 0.459 0.26 -0.01 0.56
O 1.333 0.604 -0.672 0.63 0.05 -0.41
C 0.098 0.901 -0.944 -0.76 0.18 -0.15
C -0.890 -1.036 0.187 0.02 -0.15 0.06
C -0.996 0.487 -0.022 -0.01 0.00 -0.02
H 1.243 0.250 1.369 0.07 -0.10 -0.11
H 2.876 -0.063 0.435 -0.06 0.17 0.02
H 0.166 -1.325 0.277 -0.32 -0.09 -0.01
H -0.044 1.193 -1.976 0.00 -0.03 0.13
H -1.303 -1.566 -0.674 -0.06 0.06 0.12
H -1.386 -1.378 1.098 -0.07 0.06 -0.13
H -1.957 0.752 -0.477 0.19 -0.03 0.08
H -0.960 1.024 0.940 0.10 -0.12 -0.14
```
Positions in Å, forces in eV/Å.

Its energy is -6321.6248 eV. The value obtained for the energy relative to the best compared isomer or geometry (same formula, charge and spin) is 81.7 kcal per mole. As for the orbital gap (alpha / beta): 0.302 / 0.293 Ha. The spin multiplicity is 1. The HOMO energy (alpha / beta) comes out at -7.25 / -7.06 eV.

A molecular structure, C5H11N2S in a non-equilibrium geometry. Source: the Open Molecules 2025 dataset; level of theory: ωB97M-V/def2-TZVPD.

```
19
Properties=species:S:1:pos:R:3:forces:R:3
C -1.930 0.247 0.132 3.85 -2.21 0.36
C -0.265 1.907 -0.409 2.00 0.90 1.00
C -0.172 -0.508 0.077 -2.60 2.79 -0.10
C 0.140 -1.009 -1.317 1.18 -0.98 2.02
C -0.129 -1.523 1.131 -1.15 -1.00 1.31
N -1.585 1.461 -0.183 -1.63 4.05 0.59
N 0.648 0.893 0.408 -2.17 -0.75 -3.14
S -3.265 -0.486 0.563 -0.18 -0.25 -0.08
H -0.089 1.833 -1.495 0.89 -0.14 0.56
H 0.015 2.995 -0.050 -1.05 -2.20 -0.62
H 1.023 -1.588 -1.046 0.47 -0.26 -1.01
H 0.351 -0.357 -2.116 0.18 1.21 -0.64
H -0.573 -1.724 -1.667 -0.78 -0.38 0.08
H 0.673 -2.284 1.000 -0.66 0.40 -0.08
H -1.223 -1.986 0.922 2.40 0.43 1.18
H -0.006 -1.118 2.214 -0.70 -0.61 -1.86
H -2.236 2.247 -0.016 0.10 -0.88 -0.29
H 1.592 0.966 0.016 -0.11 -0.40 0.31
H 0.634 1.053 1.402 -0.03 0.27 0.44
```
Positions in Å, forces in eV/Å.

Its energy is -19170.0469 eV. The value obtained for the energy relative to the best compared isomer or geometry (same formula, charge and spin) is 65.5 kcal per mole. As for the orbital gap: 0.335 Ha. The spin multiplicity is 1. The HOMO energy comes out at -12.52 eV. The net charge is +1.

2 unconnected molecules or ions with the total composition C6H14O3 in a non-equilibrium geometry. Source: the Open Molecules 2025 dataset; level of theory: ωB97M-V/def2-TZVPD.

```
23
Properties=species:S:1:pos:R:3:forces:R:3
C -2.043 -0.473 -1.373 -0.20 0.87 1.71
C -1.844 0.676 -2.332 -0.13 -0.25 0.21
O -2.048 -0.048 0.131 -1.11 0.76 -0.98
O -0.999 -1.331 -1.240 0.07 -0.61 2.00
H -1.204 -1.163 -0.082 1.20 -0.79 -2.69
H -1.466 0.736 0.231 -0.05 -0.24 -0.10
H -3.024 -0.961 -1.473 0.14 0.11 -0.09
H -1.747 0.250 -3.331 0.00 0.07 -0.03
H -2.702 1.347 -2.308 0.02 0.01 -0.05
H -0.936 1.227 -2.091 0.03 0.00 0.01
C 1.172 0.762 0.132 -0.04 -0.01 0.00
C 2.465 -1.214 1.006 0.01 0.08 0.06
C 1.378 -0.210 1.266 -0.04 0.04 -0.04
C 0.651 -0.197 2.377 0.00 -0.01 -0.10
O 0.124 1.711 0.332 0.14 0.02 0.08
H 0.326 2.233 1.118 0.00 -0.03 -0.05
H 2.116 1.279 -0.084 -0.07 -0.02 0.04
H 0.891 0.203 -0.765 0.04 0.00 0.07
H 2.584 -1.894 1.847 0.01 0.02 0.01
H 3.420 -0.714 0.823 -0.03 -0.05 -0.01
H 2.227 -1.804 0.120 0.01 0.00 -0.05
H -0.163 0.498 2.530 -0.03 0.08 -0.03
H 0.822 -0.914 3.167 0.06 -0.06 0.02
```
Positions in Å, forces in eV/Å.

Its energy is -12589.4449 eV. The value obtained for the energy relative to the best compared isomer or geometry (same formula, charge and spin) is 61.2 kcal per mole. As for the orbital gap: 0.380 Ha. The spin multiplicity is 1. As for the SMILES: C=C(C)CO.CC(O)O. The HOMO energy comes out at -9.65 eV.